A.
Density functional theory data (ωB97M-V with the def2-TZVPD basis set) for an isolated molecule of C9H12N2O.

The value obtained for the orbital gap (alpha / beta) is 7.16 / 9.15 eV. The SMILES is CC(C)/N=[N+](\[O-])c1ccccc1.

Each line ends with the Mulliken charge.
CARTESIAN COORDINATES (ANGSTROEM)
C (-1.295, 0.544, -2.896)  -1.29
C (-1.742, 0.643, -1.347)  0.41
C (-3.153, 0.177, -1.309)  -1.17
N (-0.965, -0.249, -0.627)  -0.47
N (0.348, 0.718, 0.049)  0.48
O (0.357, 1.923, -0.188)  -0.61
C (1.143, -0.040, 0.888)  0.43
C (0.708, -1.268, 1.270)  -0.23
C (1.539, -1.873, 2.270)  -0.67
C (2.665, -1.257, 2.745)  -0.50
C (3.073, 0.040, 2.306)  -0.21
C (2.334, 0.605, 1.354)  -0.49
H (-1.448, -0.466, -3.272)  0.34
H (-1.967, 1.254, -3.498)  0.34
H (-0.402, 1.122, -3.015)  0.38
H (-1.500, 1.712, -1.111)  0.40
H (-3.776, 0.202, -0.412)  0.34
H (-3.244, -0.920, -1.713)  0.27
H (-3.671, 0.838, -2.086)  0.31
H (-0.135, -1.599, 0.640)  0.53
H (1.373, -2.835, 2.560)  0.43
H (3.284, -1.596, 3.479)  0.45
H (3.981, 0.591, 2.717)  0.30
H (2.492, 1.734, 1.195)  0.23


B.
Density functional theory data (ωB97M-V with the def2-TZVPD basis set) for an isolated molecule of C9H12N2O.

The value obtained for the orbital gap is 9.21 eV. The SMILES is CC(C)/N=[N+](\[O-])c1ccccc1.

Each line ends with the Mulliken charge.
CARTESIAN COORDINATES (ANGSTROEM)
C (-2.995, -0.984, -0.813)  -1.17
C (-2.287, 0.289, -0.287)  0.54
C (-2.944, 0.833, 0.945)  -1.41
N (-0.976, -0.199, -0.165)  -0.60
N (-0.098, 0.685, -0.013)  0.95
O (-0.436, 1.909, 0.120)  -0.69
C (1.253, 0.325, 0.010)  0.10
C (1.637, -1.028, 0.242)  -0.17
C (2.902, -1.455, 0.231)  -0.25
C (3.929, -0.639, -0.039)  -0.52
C (3.609, 0.718, -0.174)  -0.37
C (2.272, 1.242, -0.190)  -0.57
H (-2.657, -1.864, -0.139)  0.27
H (-4.128, -1.108, -0.781)  0.36
H (-2.828, -1.039, -1.900)  0.30
H (-2.225, 1.116, -1.120)  0.31
H (-2.817, 0.304, 1.882)  0.35
H (-3.987, 0.936, 0.709)  0.36
H (-2.534, 1.840, 1.334)  0.31
H (0.931, -1.771, 0.503)  0.39
H (3.024, -2.588, 0.378)  0.24
H (4.897, -1.139, 0.031)  0.36
H (4.414, 1.398, -0.383)  0.33
H (2.045, 2.219, -0.383)  0.58


C.
Density functional theory data (ωB97M-V with the def2-TZVPD basis set) for an isolated molecule of C9H12N2O.

The value obtained for the orbital gap is 8.55 eV. The SMILES is Cc1ccc2c(c1)N(C)ON2C.

Each line ends with the Mulliken charge.
CARTESIAN COORDINATES (ANGSTROEM)
C (-3.405, 0.263, 0.625)  -1.04
C (-1.947, -0.031, 0.498)  0.88
C (-1.593, -1.401, 0.424)  -0.74
C (-0.296, -1.840, 0.524)  -0.74
C (0.713, -0.913, 0.669)  0.50
C (0.368, 0.449, 0.735)  0.66
C (-0.946, 0.923, 0.687)  -1.18
N (1.580, 1.220, 0.775)  -0.07
C (2.057, 2.091, -0.250)  -0.92
O (2.597, 0.260, 1.077)  -0.35
N (2.107, -1.052, 0.713)  -0.08
C (2.684, -1.573, -0.533)  -0.89
H (-3.851, 0.201, 1.721)  0.22
H (-3.531, 1.341, 0.219)  0.31
H (-3.821, -0.500, -0.085)  0.33
H (-2.328, -2.083, 0.285)  0.46
H (0.086, -2.923, 0.452)  0.27
H (-1.291, 1.906, 0.741)  0.47
H (2.683, 2.762, 0.166)  0.34
H (2.593, 1.606, -0.987)  0.31
H (1.134, 2.613, -0.740)  0.30
H (3.684, -1.207, -0.488)  0.35
H (2.924, -2.648, -0.538)  0.36
H (2.173, -1.232, -1.531)  0.25


D.
Density functional theory data (ωB97M-V with the def2-TZVPD basis set) for an isolated molecule of C9H12N2O.

The value obtained for the orbital gap is 9.19 eV. The SMILES is C[C@H](C(=O)N1CC1)n1cccc1.

Each line ends with the Mulliken charge.
CARTESIAN COORDINATES (ANGSTROEM)
C (-0.355, 2.688, -0.173)  -1.31
C (-0.320, 1.229, -0.524)  0.23
C (-1.569, 0.306, 0.237)  0.16
O (-2.396, 0.812, 0.943)  -0.61
N (-1.743, -0.890, -0.321)  -0.03
C (-2.359, -2.110, 0.069)  -0.47
C (-0.966, -2.121, -0.424)  -0.30
N (0.942, 0.620, -0.150)  0.38
C (2.117, 0.318, -0.884)  -0.39
C (2.878, -0.550, -0.136)  -0.58
C (2.266, -0.644, 1.104)  -0.54
C (1.085, 0.107, 1.087)  -0.67
H (-1.410, 3.089, -0.249)  0.38
H (-0.226, 2.952, 0.880)  0.31
H (0.138, 3.324, -0.930)  0.34
H (-0.589, 1.103, -1.567)  0.39
H (-3.182, -2.549, -0.465)  0.22
H (-2.510, -2.016, 1.072)  0.31
H (-0.122, -2.367, 0.337)  0.18
H (-0.923, -2.390, -1.513)  0.27
H (2.098, 0.598, -1.962)  0.33
H (3.938, -0.647, -0.144)  0.36
H (2.849, -0.978, 1.941)  0.43
H (0.361, 0.116, 1.775)  0.64


Which of them is least stable? Easy: A.


A.
Density functional theory data (ωB97M-V with the def2-TZVPD basis set) for a 3-piece molecular cluster, C3H13NO2S overall.

The value obtained for the orbital gap is 9.49 eV. The SMILES is CNCCS.O.O.

Each line ends with the Mulliken charge.
CARTESIAN COORDINATES (ANGSTROEM)
C (-1.221, -0.887, -0.846)  -1.01
N (-0.693, -0.391, 0.430)  -0.35
C (0.729, -0.019, 0.312)  -0.64
C (1.068, 1.159, 1.179)  -0.60
S (2.749, 1.724, 0.743)  -0.26
H (-1.102, -0.109, -1.603)  0.32
H (-0.693, -1.752, -1.221)  0.32
H (-2.309, -1.013, -0.801)  0.33
H (-0.773, -1.159, 1.089)  0.32
H (0.928, 0.193, -0.725)  0.42
H (1.318, -0.890, 0.612)  0.26
H (1.017, 0.975, 2.250)  0.37
H (0.371, 1.992, 1.038)  0.33
H (3.137, 2.084, 1.946)  0.12
O (0.723, -1.271, -3.442)  -0.58
H (0.921, -0.812, -4.275)  0.29
H (1.192, -2.113, -3.515)  0.30
O (-2.437, 1.144, 2.317)  -0.69
H (-1.903, 0.594, 1.719)  0.45
H (-3.021, 0.549, 2.793)  0.29


B.
Density functional theory data (ωB97M-V with the def2-TZVPD basis set) for a 3-piece molecular cluster, C3H13NO2S overall.

The value obtained for the orbital gap is 9.56 eV. The SMILES is C[C@@H](N)CS.O.O.

Each line ends with the Mulliken charge.
CARTESIAN COORDINATES (ANGSTROEM)
C (1.807, 0.373, 2.528)  -1.25
C (1.030, 0.468, 1.202)  0.26
N (-0.207, -0.286, 1.331)  -0.60
C (0.820, 2.016, 0.882)  -0.83
S (-0.569, 2.311, -0.262)  -0.26
H (2.881, 0.390, 2.342)  0.30
H (1.647, -0.615, 2.954)  0.37
H (1.561, 1.221, 3.164)  0.31
H (1.560, 0.107, 0.324)  0.39
H (-0.939, 0.293, 1.716)  0.22
H (-0.512, -0.721, 0.481)  0.22
H (0.705, 2.537, 1.827)  0.40
H (1.645, 2.321, 0.298)  0.35
H (-1.453, 3.050, 0.419)  0.12
O (-0.432, -2.963, -4.768)  -0.65
H (-1.248, -2.486, -4.984)  0.32
H (-0.306, -2.551, -3.900)  0.32
O (-2.531, -1.707, -2.214)  -0.63
H (-2.787, -1.158, -1.462)  0.30
H (-2.674, -2.601, -1.877)  0.33


C.
Density functional theory data (ωB97M-V with the def2-TZVPD basis set) for a 3-piece molecular cluster, C3H13NO2S overall.

The value obtained for the orbital gap is 9.54 eV. The SMILES is C[C@H](N)CS.O.O.

Each line ends with the Mulliken charge.
CARTESIAN COORDINATES (ANGSTROEM)
C (-0.393, 1.899, -1.493)  -1.65
C (-0.448, 0.542, -0.790)  1.22
N (-0.675, -0.481, -1.833)  -0.72
C (-1.435, 0.457, 0.358)  -1.11
S (-1.123, -0.871, 1.531)  -0.22
H (0.126, 2.624, -0.868)  0.39
H (0.241, 1.774, -2.378)  0.43
H (-1.361, 2.179, -1.912)  0.37
H (0.536, 0.326, -0.435)  -0.01
H (-1.324, -0.209, -2.553)  0.24
H (-1.046, -1.344, -1.441)  0.21
H (-2.401, 0.205, -0.070)  0.36
H (-1.642, 1.405, 0.844)  0.42
H (-0.248, -0.275, 2.344)  0.10
O (2.010, 1.025, 1.315)  -0.60
H (2.606, 0.275, 1.262)  0.31
H (2.443, 1.768, 0.910)  0.28
O (2.219, -1.689, -0.691)  -0.65
H (1.342, -1.579, -1.082)  0.33
H (2.772, -1.334, -1.399)  0.32


Which of them is least stable? Easy: B.


A.
Density functional theory data (ωB97M-V with the def2-TZVPD basis set) for a 3-piece molecular cluster, C3H13NO2S overall.

The value obtained for the orbital gap is 8.77 eV. The SMILES is NCCCS.O.O.

Each line ends with the Mulliken charge.
CARTESIAN COORDINATES (ANGSTROEM)
N (1.258, 0.418, 1.168)  -0.42
C (1.704, -0.639, 0.224)  -0.67
C (1.425, -0.093, -1.230)  -0.61
C (-0.017, -0.352, -1.585)  -0.09
S (-0.433, 0.635, -3.112)  -0.25
H (1.935, 1.147, 1.287)  0.16
H (0.622, 0.166, 1.912)  0.16
H (2.786, -0.582, 0.378)  0.30
H (1.180, -1.576, 0.390)  0.40
H (1.683, 0.960, -1.173)  0.42
H (2.085, -0.649, -1.904)  0.24
H (-0.699, -0.083, -0.796)  -0.03
H (-0.136, -1.381, -1.936)  0.32
H (0.466, 1.651, -2.856)  0.12
O (-1.727, -0.147, 2.849)  -0.62
H (-1.414, 0.474, 3.518)  0.33
H (-2.445, 0.344, 2.395)  0.32
O (-2.587, -0.404, -0.010)  -0.62
H (-3.473, -0.098, -0.144)  0.32
H (-2.213, 0.209, 0.625)  0.21


B.
Density functional theory data (ωB97M-V with the def2-TZVPD basis set) for a 3-piece molecular cluster, C3H13NO2S overall.

The value obtained for the orbital gap is 9.26 eV. The SMILES is C[C@@H](N)CS.O.O.

Each line ends with the Mulliken charge.
CARTESIAN COORDINATES (ANGSTROEM)
C (0.607, -1.050, 1.523)  -1.16
C (0.917, 0.133, 0.606)  0.58
N (0.098, 1.249, 1.082)  -0.56
C (2.443, 0.403, 0.747)  -1.06
S (3.040, 1.689, -0.379)  -0.20
H (0.931, -1.946, 0.987)  0.32
H (-0.460, -1.195, 1.670)  0.35
H (1.168, -1.030, 2.446)  0.35
H (0.937, 0.197, -0.498)  0.29
H (0.451, 2.190, 1.013)  0.13
H (-0.892, 1.264, 0.919)  0.16
H (2.711, 0.671, 1.765)  0.43
H (2.967, -0.409, 0.241)  0.29
H (2.699, 2.821, 0.216)  0.09
O (-1.937, -2.133, -1.740)  -0.61
H (-2.639, -2.482, -2.256)  0.31
H (-2.020, -1.210, -1.536)  0.31
O (-6.472, -1.463, -1.024)  -0.64
H (-6.329, -0.557, -1.344)  0.32
H (-5.727, -1.641, -0.430)  0.32


Which of them is least stable? Easy: B.